1.
# C45H51BrFIN5Si3Y

A structure of composition C45H51BrFIN5Si3Y (ωB97M-V with the def2-TZVPD basis set, OMol25).

As for the orbital gap: 7.27 eV. As for the spin multiplicity: 1.

The geometry in XYZ format:
```
108
Properties=species:S:1:pos:R:3:mulliken_charge:R:1
H -3.3054 3.8287 1.1962 0.289
C 0.0371 -1.7838 -1.3239 2.889
H -0.5871 -4.4674 -1.8379 0.556
H -4.3385 1.6503 -2.2106 0.320
H 3.0966 -1.2740 0.1133 -0.076
H -3.5082 -0.8552 0.6997 -0.102
C -2.7880 -0.1204 3.3875 0.019
H -3.2410 -0.9546 2.8729 0.632
H -1.2697 4.1402 -3.8769 0.477
C 0.3460 1.6401 3.2860 -0.993
C 4.1683 -0.1193 4.3144 -1.092
H 2.1960 -5.1229 2.2234 0.458
C 2.2532 2.5045 -2.8189 0.467
C 3.1028 0.6382 3.7927 -0.588
I 2.5079 1.6666 0.0402 0.088
H -4.7536 2.9719 1.7323 0.394
C -3.5178 0.5246 4.4019 -1.528
H 0.3348 0.0115 -4.5156 0.590
H 3.5092 -1.6324 -3.3546 0.421
Si 1.7716 -2.3385 -1.7887 -0.290
C 3.1371 1.8953 -1.9385 -0.397
C 2.5755 2.6256 -4.1607 -0.318
H -2.9435 -5.0344 1.7025 0.493
C 3.2842 -2.0883 3.2878 1.471
Si -3.4133 1.6094 0.1283 0.652
H -2.0139 2.0772 -2.7610 0.460
C -4.2219 -0.0487 0.5327 -1.058
H -1.6486 3.8255 5.8528 0.413
C -1.6987 2.0738 4.5898 1.179
H 1.3094 2.8787 -2.4517 -0.118
C 2.2304 -1.3314 2.7287 -0.469
C -1.0055 1.3116 3.6249 0.736
C -1.1004 3.2366 5.1285 -0.912
H 5.6168 1.1372 -4.1088 0.442
C -0.5347 3.5797 -0.1748 -0.239
C 2.4586 -1.3509 -3.2395 -0.370
C -2.1086 -3.1011 1.3475 -0.190
C -1.7980 -4.9166 -0.1379 -1.246
C -0.7921 -2.7521 -0.5609 -2.056
H -1.4002 -2.3949 -5.0868 0.420
H 2.4243 -0.2711 -3.0714 -0.411
C -0.4250 0.1914 -3.7564 -0.428
N -1.3795 -2.2887 0.5708 1.885
C 0.1427 3.6046 4.7076 -1.292
H -4.8719 0.0317 1.4067 0.465
H 5.0883 -2.0442 4.4780 0.408
C 3.2726 -3.4846 3.0847 -0.837
C -1.0495 3.9902 -2.8271 -1.410
H 1.8357 3.1436 3.4636 0.549
H -4.1054 3.2962 -1.6014 0.355
H -1.9716 -5.9448 -0.4315 0.437
N -1.5895 0.2409 2.9950 0.270
C -1.0262 -4.0965 -0.9259 -0.706
C 0.8635 2.8086 3.7949 0.053
C -2.3480 -4.4187 1.0441 -1.282
H 1.6881 -4.8379 -1.4729 0.365
H 0.4727 -3.6668 1.2543 0.377
Br 5.5944 0.5515 -1.2732 -0.155
C 3.7846 2.1339 -4.6282 -0.794
H 3.0678 1.6887 4.0294 0.368
C 4.3500 1.4098 -2.4098 0.306
H -3.5228 2.1911 5.7372 0.427
F -0.3016 3.4211 1.1477 0.141
H 0.4407 5.4674 -0.1661 0.505
N 1.2466 -1.9132 1.9777 0.381
H 1.9574 -1.5619 -4.1842 0.467
H 3.1344 -3.0343 0.2031 0.161
C -0.8670 -2.7502 -4.1996 -1.297
H -1.2982 0.6176 -4.2589 0.573
H -3.1712 2.5803 2.4262 -0.006
H -0.0416 0.9400 -3.0639 -0.535
Y -0.2762 -0.1445 0.7363 -0.351
H -2.9646 -0.3873 -1.8609 -0.553
C 2.1223 0.0772 2.9960 -0.259
H 4.9120 0.3826 4.9207 0.420
C 3.1251 -2.1852 -0.4808 -0.624
H -0.0251 5.8700 -2.5938 0.407
H 2.9848 -4.3360 -2.5513 0.424
H 0.5960 4.5129 5.0835 0.401
C -0.0918 4.7434 -0.7690 -0.766
C -1.2274 2.5660 -0.8455 -0.106
C -3.6899 2.8530 1.5074 -0.812
H -3.3368 -1.1488 -3.4147 0.594
C 1.2640 -3.2194 1.8398 -0.201
C -4.4026 2.2841 -1.3233 -1.439
C -1.4642 2.8227 -2.2035 -0.198
Si -0.9398 -1.3909 -2.8810 0.032
C 4.6732 1.5281 -3.7545 -0.445
N 1.0128 0.7234 2.4671 1.766
H 4.0702 -4.0842 3.5072 0.444
H 0.1483 -3.0046 -4.5084 0.315
H -4.8399 -0.3552 -0.3141 0.477
C 2.2530 -4.0554 2.3850 -1.339
H 1.8719 3.0956 -4.8355 0.444
H 1.3323 -4.4329 -3.1594 0.337
N -1.7117 1.4173 -0.1827 2.139
C -0.3576 4.9593 -2.1138 -0.785
C 4.2758 -1.4558 4.0716 -1.008
H -5.4535 2.3173 -1.0188 0.368
H -2.4976 -2.6709 2.2608 0.197
H -3.1535 -2.1424 -1.9668 0.245
H 4.0829 -2.1913 -1.0110 0.653
H 4.0403 2.2144 -5.6765 0.371
H -1.3634 -3.6679 -3.8754 0.324
H -4.4958 0.1528 4.6735 0.440
C 1.9368 -4.1581 -2.2923 -1.371
C -2.7711 -1.2588 -2.4850 -0.763
C -2.9811 1.6337 4.9823 -0.945
```

=====

2.
# C45H52AuN4O2S

A structure of composition C45H52AuN4O2S in a non-equilibrium geometry (ωB97M-V with the def2-TZVPD basis set, OMol25).

Its energy relative to the best compared isomer or geometry (same formula, charge and spin) is 0.00 kJ/mol. As for the orbital gap: 5.60 eV. As for the spin multiplicity: 1. As for the charge: -1.

The geometry in XYZ format:
```
105
Properties=species:S:1:pos:R:3:mulliken_charge:R:1
H 3.6578 -2.9498 0.8727 0.431
H 1.6191 2.2705 -0.6747 -1.066
C 1.5049 1.2542 -6.6606 -0.802
C 5.5766 0.1739 1.3217 -0.675
H 1.5525 -1.8052 1.1395 -1.835
C -0.9840 -2.5282 5.4164 -0.686
C 2.8615 3.5056 0.5414 -1.570
H 2.9351 3.6346 -2.1977 0.437
H 3.7755 3.0656 0.1376 0.454
H -4.1020 2.7116 -0.4539 0.371
H -2.1049 1.4714 -1.0283 0.151
H 3.1078 0.7005 4.6198 0.236
S 0.7192 0.5294 -2.7590 -0.075
C 1.4606 1.3464 -5.2855 -0.474
C -3.3256 2.7673 2.9378 -1.411
C 0.4002 3.8219 0.1436 0.620
C -0.6762 2.9705 0.4296 -0.936
H 6.6031 0.1263 0.9899 0.473
C -1.7484 -3.4749 -0.6966 0.677
H 2.8361 -4.5009 0.5970 0.355
H 1.2095 3.8095 -2.5083 0.372
C -0.9959 -5.5128 0.4184 -1.591
H -2.8091 -1.9534 2.6223 0.439
H -2.6698 -5.3872 -0.8879 0.356
H 2.6576 -3.1736 -0.5661 0.380
H 1.8839 -4.1751 3.0047 0.429
N 3.3197 0.1536 1.2497 0.950
H -1.0141 6.7541 1.1353 0.357
H -0.4993 -1.0715 -8.7844 0.278
H -0.8334 -3.2755 6.1860 0.360
C -4.2892 2.8663 0.6107 -1.799
H -0.0922 1.6819 4.0917 0.117
C 0.2533 -3.4683 0.7161 0.071
C 2.7440 -3.4143 0.4960 -1.868
C -1.4200 -0.5553 -0.5153 1.207
H 3.0507 4.5632 0.7533 0.368
C 0.9420 0.1778 -8.8149 0.647
C -2.7239 -3.0355 -1.8068 -0.056
C 0.2372 -0.7691 -6.5670 -0.869
H -0.2168 -1.6416 -7.0315 0.224
C 1.5420 -2.8809 1.2744 2.827
N 1.4961 0.6164 3.3277 0.493
C -0.2155 -1.3710 5.4161 -0.449
C -1.3344 -0.6248 3.4363 0.596
C -1.9639 4.8348 1.2288 -0.414
H 2.6429 2.9970 1.4842 0.145
N -0.5122 1.5650 0.2484 0.568
C -1.8713 -4.8320 -0.4087 -0.907
C -0.3856 -0.4071 4.4305 0.357
C 0.8799 0.2045 -7.3371 0.895
H -2.3158 -0.9240 -0.9816 -0.672
C 2.7412 0.5670 3.5934 -0.771
C 0.7893 0.3895 -4.4878 -0.108
H 1.0748 5.8443 0.1852 0.365
H -2.7777 1.5448 1.3026 -0.306
H -2.5076 -3.6524 4.4026 0.389
H -1.3128 -3.0885 -3.4356 0.498
H -4.3802 -2.8095 -0.4119 0.327
N -0.5576 -1.3280 -0.0187 1.312
H -2.8151 -2.2422 -3.8138 0.330
H -3.0755 -3.9941 -2.1886 0.669
C 4.4371 0.0559 0.5150 -1.267
H 1.9449 2.1732 -4.7801 0.389
H -5.1058 2.2075 0.9165 0.436
H -3.6373 3.7878 3.1681 0.366
C 0.0847 -4.8341 0.9309 -0.249
H -1.5467 -1.4526 -2.8738 0.036
C -3.0356 2.5932 1.4441 1.336
Au 1.1831 0.3215 0.8773 1.113
C -2.0920 -1.7873 3.4185 -0.789
H 2.0219 2.0017 -7.2503 0.416
C 5.1089 0.3626 2.6289 -0.961
H 2.0987 5.1050 -1.6724 0.287
C -1.9205 -2.7424 4.4139 -0.540
C -4.0323 -2.3594 -1.3445 -1.582
C -0.7136 -2.7505 -0.0287 0.754
C -1.8655 3.4647 0.9961 1.053
H -1.1355 -6.5699 0.6095 0.384
C 1.6921 -3.1215 2.7754 -1.490
H 0.7954 -2.8118 3.3135 0.101
C 0.1996 -0.6865 -5.1896 -0.654
C -2.0600 -2.3990 -3.0388 -1.255
C 1.7094 3.3324 -0.4532 2.063
H 0.8287 -5.3634 1.5135 0.330
H -4.8021 -2.5227 -2.1020 0.464
H -4.6224 3.8987 0.7385 0.348
H 0.5359 -1.2196 6.1836 0.363
H -2.8746 5.2312 1.6623 0.333
C -1.3437 0.9305 -0.4610 -1.557
C 2.0000 4.0205 -1.7869 -1.643
C -0.9201 5.6932 0.9382 -1.728
H -1.4407 0.1112 2.6457 0.425
H 4.3801 -0.0991 -0.5536 0.548
H 5.6945 0.4996 3.5275 0.485
C 0.5071 0.8087 4.3668 -1.653
O 0.0781 -0.6728 -9.4462 -0.502
H 2.5357 -2.5356 3.1499 0.440
H -3.9760 -1.2822 -1.1880 0.388
H 0.9533 0.9996 5.3539 0.487
C 3.7144 0.3459 2.5526 0.473
H -0.2809 -1.4655 -4.6136 0.277
C 0.2511 5.1776 0.4097 -0.439
H -2.4425 2.5411 3.5382 0.198
O 1.6763 0.8477 -9.4940 -0.595
H -4.1269 2.0924 3.2490 0.418
```

=====

3.
# C45H53F4N7RbS2Si2

A structure of composition C45H53F4N7RbS2Si2 in a non-equilibrium geometry (ωB97M-V with the def2-TZVPD basis set, OMol25).

Its energy relative to the best compared isomer or geometry (same formula, charge and spin) is 283.87 kJ/mol. As for the orbital gap (spin up / spin down): 3.75 / 4.59 eV. As for the spin multiplicity: 1. As for the charge: -1.

The geometry in XYZ format:
```
114
Properties=species:S:1:pos:R:3:mulliken_charge:R:1
N -1.2976 -1.6375 4.0783 0.447
H -0.1981 4.5351 2.3859 0.507
H 3.1299 -4.1612 -2.5039 0.229
C -4.7380 -0.5951 2.0800 0.344
Si 3.4700 -2.6441 1.6233 0.038
C 5.2421 -2.5766 2.3594 -1.257
H -1.2853 -4.4063 -5.5029 0.388
C 2.1461 3.1860 -0.5832 0.416
H 0.1439 -4.8765 -3.5252 0.370
H -1.5757 -0.8834 3.4577 -0.135
H 2.9394 2.9106 4.1529 0.426
C -0.7862 -2.9500 5.9189 -0.577
H 2.9091 -0.7717 0.0353 0.831
C -2.9015 0.1231 -5.0245 -0.600
N -8.6210 5.7029 3.5625 -0.584
C -3.1885 -0.8428 -5.9829 -0.455
C -6.5580 2.6305 2.6483 -0.182
H 3.5579 -5.0690 0.9022 0.400
C -9.8741 2.7955 4.4479 0.084
H -3.3705 1.0954 -5.0812 0.382
C 3.4493 2.1967 1.2050 0.462
H 2.7546 -1.5757 -3.5373 0.401
C 3.4355 -1.7256 0.0076 -0.170
C -7.0460 -0.0708 2.8723 -0.114
C 3.3011 2.5327 -0.1464 1.805
H -3.8782 -0.6071 -6.7814 0.349
C -2.0334 -0.1322 -3.9698 0.682
C -7.9930 0.8343 3.2841 0.325
H 6.6130 -1.8191 -2.5462 0.405
H 5.3048 -3.1266 3.2931 0.398
H 0.9213 -4.2859 -1.4294 0.408
C -0.1972 -2.9395 -2.6432 0.236
H -0.6770 -0.7568 5.8790 0.304
H 4.7434 0.4977 1.4588 0.160
H -0.4172 -5.3240 3.5447 0.350
S -1.6349 1.1304 -2.8871 -0.498
H 2.9615 3.7998 -2.4864 0.524
N -5.0713 -3.1068 1.7936 -0.599
C 1.1139 3.4547 0.3240 1.778
C -2.6030 -2.0835 -5.9243 -0.938
Rb -0.5077 0.1687 -0.0844 0.700
H 5.9554 -3.0097 1.6671 0.316
C -0.1602 4.0969 -0.1605 -2.194
H 0.2720 -2.9062 6.2234 0.307
C 0.2221 3.5732 2.6698 -2.432
C 4.7443 1.5713 1.6574 -2.289
H 6.3987 -0.7691 -1.1608 0.347
C -5.6015 1.7223 2.2710 0.491
Si 4.2846 -2.1025 -1.6028 0.459
H 1.4760 4.6070 -2.0355 0.468
H 1.9202 -4.5985 1.3147 0.272
H 4.8181 1.1988 -0.8639 0.046
F -7.3324 -1.3838 2.9801 -0.333
H 0.8133 -4.8854 4.7596 0.278
C 6.1764 -1.7565 -1.5525 -1.304
C -1.3188 -1.5645 5.5195 -0.635
H 2.9553 -0.1813 -2.5125 0.040
C 4.4074 2.1766 -1.1058 -2.189
C -1.1223 -3.6609 -4.7346 -0.921
N -0.7231 -1.7415 -2.7644 0.353
C 2.4245 2.4768 2.1122 1.615
H -1.3707 -3.3961 6.7272 0.360
H -0.0907 -3.1544 -0.5257 -0.334
N -0.9296 -3.7218 4.7012 0.076
N -10.8106 2.5818 5.0851 -0.588
H 1.2531 -1.9665 2.5449 -0.402
H -0.3989 3.7780 -1.1731 0.462
H 5.2124 2.9128 -1.0530 0.430
H -2.8043 -2.8377 -6.6727 0.331
H 0.6454 3.6844 3.6642 0.465
S -1.1277 -3.3703 2.0616 -0.473
C 2.9617 -4.4861 1.5949 -1.095
C -8.7353 3.1631 3.7255 0.497
H 2.4359 -0.7239 2.8910 -0.313
H 4.2147 -0.6106 -3.6538 0.407
C -1.7450 -2.4027 -4.8575 1.084
H -0.6879 -5.7146 5.2512 0.282
C -1.1262 -2.8962 3.6365 0.146
H -0.5912 2.8455 2.7164 0.273
H 4.8478 -4.2312 -2.8468 0.425
H 6.6862 -2.4765 -0.9190 0.338
H 1.5869 1.7857 3.9723 0.433
F -6.2891 3.9424 2.4899 -0.330
C 4.1133 -3.9450 -2.0978 -1.165
H -0.0627 5.1843 -0.1616 0.352
C 2.2820 -1.7968 2.8525 0.188
H 3.0792 -4.9259 2.5818 0.403
C -0.2624 -4.9830 4.5661 -0.987
H 3.2212 1.2345 3.6843 0.521
C -0.3453 -3.9220 -3.6427 -0.693
C 3.4855 -1.0175 -2.9596 -1.010
C 0.5580 -3.2620 -1.3972 0.590
H 4.9161 1.7295 2.7175 0.576
C 1.9986 3.6548 -2.0074 -2.283
F -4.4387 2.1858 1.7531 -0.194
C -8.6224 4.5513 3.6132 0.142
C -1.4666 -1.4412 -3.8428 -1.125
H 5.5594 -1.5570 2.5519 0.366
C -4.9425 -1.9732 1.9427 -0.057
H 2.3969 -2.1863 3.8608 0.383
C -5.7784 0.3251 2.3895 0.557
H 4.0482 2.1365 -2.1289 0.475
C -3.4262 -0.1896 1.9445 -0.123
C -7.7923 2.2368 3.2237 0.387
F -9.1568 0.3553 3.7689 -0.317
H 5.5828 2.0153 1.1262 0.447
C 1.2725 3.1425 1.6774 0.664
H 1.4111 -2.5904 -1.2759 -0.647
H -2.3391 -1.3978 5.8903 0.326
H 1.4240 2.9377 -2.5957 0.354
C 2.5504 2.0791 3.5625 -2.746
N -2.3009 0.0936 1.9431 -0.335
H -1.0035 3.8323 0.4734 0.446
H 4.2557 -4.5836 -1.2318 0.294
```

=====

Question: Number 3 is which compound?
Answer: C45H53F4N7RbS2Si2

=====

Question: What is the spin multiplicity in the second record?
Answer: 1

=====

Question: What is the spin multiplicity in the third record?
Answer: 1